(1)
Computed, not measured: a cluster of 7 separate species, C24H46FO11P in total, with ωB97M-V/def2-TZVPD.

Element x y z (Å)
O  5.26706  2.97043  -0.24183
P  6.24269  3.44263  0.78420
C  7.67059  2.26313  1.11189
O  8.65170  2.74598  1.57520
O  7.64953  0.90101  0.89289
C  7.32131  0.11526  2.06115
C  6.68837  -1.22006  1.51227
C  5.18654  -1.08932  1.10053
O  5.05255  -0.25246  -0.06497
C  6.44556  0.82959  3.12530
C  5.92642  -0.04005  4.28445
O  5.48985  0.49766  5.21827
F  5.98173  -1.39611  4.32316
H  6.79596  4.66868  0.31665
H  5.65106  3.68334  2.05116
H  8.28333  -0.18077  2.54684
H  7.28047  -1.45515  0.59579
H  6.85908  -2.06472  2.20912
H  4.87162  -2.11025  0.77133
H  4.53126  -0.72952  1.91707
H  5.84411  -0.42342  -0.59445
H  5.55455  1.27366  2.61921
H  6.96124  1.68313  3.61562
C  1.05183  -3.13237  1.12777
C  2.42603  -3.67332  1.41528
O  3.38836  -3.34576  0.75098
C  2.56185  -4.64089  2.56457
H  1.10085  -2.45224  0.28070
H  0.37362  -3.95214  0.88069
H  0.67894  -2.58569  1.99349
H  1.94917  -5.52496  2.37993
H  2.25372  -4.15991  3.49476
H  3.60328  -4.94884  2.65755
C  -2.66612  0.46668  0.43181
C  -1.66658  -0.40999  1.14076
O  -1.14778  -1.35533  0.58611
C  -1.33571  -0.06378  2.57301
H  -2.80806  0.10624  -0.58198
H  -3.62488  0.43474  0.95175
H  -2.29678  1.49296  0.39012
H  -2.23645  -0.11885  3.18685
H  -0.90921  0.93953  2.62410
H  -0.60540  -0.77454  2.95887
C  -6.33284  2.57517  -2.29999
C  -5.38673  1.41225  -2.44886
O  -4.56070  1.15568  -1.59806
C  -5.50930  0.58072  -3.69915
H  -6.13303  3.08373  -1.35695
H  -6.18644  3.28153  -3.11845
H  -7.36343  2.21823  -2.29653
H  -5.32691  1.20130  -4.57767
H  -6.50367  0.13902  -3.75384
H  -4.76886  -0.21928  -3.67454
C  -3.04763  -4.42751  -0.79996
C  -2.11177  -5.60003  -0.95290
O  -1.29143  -5.86578  -0.10322
C  -2.23904  -6.42744  -2.20781
H  -2.84440  -3.92400  0.14434
H  -2.89272  -3.71821  -1.61484
H  -4.08271  -4.77524  -0.79794
H  -2.04884  -5.80571  -3.08443
H  -3.23837  -6.86237  -2.26756
H  -1.50674  -7.23364  -2.18450
C  -9.90437  1.86667  -6.61083
C  -8.86216  1.11812  -5.81966
O  -8.32005  1.61929  -4.85850
C  -8.52311  -0.27948  -6.27483
H  -10.04841  2.85421  -6.17436
H  -9.57411  1.98437  -7.64441
H  -10.85292  1.32770  -6.58072
H  -8.13291  -0.25481  -7.29373
H  -9.41169  -0.91147  -6.23027
H  -7.76175  -0.69941  -5.61883
C  3.04096  6.54337  3.84073
C  3.43847  5.25964  3.16190
O  4.60540  4.94841  3.03452
C  2.33270  4.37657  2.64658
H  3.93607  7.07617  4.15955
H  2.48518  7.17491  3.14560
H  2.43040  6.32582  4.71858
H  1.74619  4.91332  1.89918
H  1.69106  4.06438  3.47257
H  2.76328  3.48957  2.18184

Summary:
**Total charge**: 0
**E_LUMO**: 0.5 eV
**Strongest force on any atom**: 2.512 eV/Å
**Energy relative to the best compared isomer or geometry (same formula, charge and spin)**: 1.280 eV
**Electronic energy**: -60160.906 eV

(2)
Computed, not measured: a cluster of 6 separate species, C24H46N8O9 in total, with ωB97M-V/def2-TZVPD.

Element x y z (Å)
N  1.83267  -4.27558  1.89776
C  1.85846  -4.89261  0.65269
C  0.48680  -4.81591  -0.28153
O  0.24006  -3.38295  -0.53063
C  -1.15268  -3.30762  -0.99965
O  -1.55278  -3.61611  -2.26197
N  -2.24199  -2.91380  -0.02683
C  -1.71148  -2.20529  1.19917
O  -2.83497  -1.62831  2.01014
O  -3.12277  -0.49723  1.41761
C  -3.06106  -4.14046  0.30693
C  -4.32384  -4.72123  -0.60510
C  -5.25350  -6.00744  -0.25419
N  -5.00896  -6.78907  0.99096
C  -3.86044  -6.34053  1.82788
C  -2.81987  -5.09973  1.65715
H  0.89125  -3.84748  2.05457
H  2.83850  -5.44553  0.33116
H  0.71899  -5.37648  -1.29126
H  -0.38576  -5.37794  0.26056
H  -1.07906  -1.26260  0.85188
H  -1.06259  -2.88729  1.90103
H  -4.05302  -0.23277  1.72500
H  -4.57636  -4.13208  -1.60666
H  -6.14988  -6.29736  -0.98347
H  -3.67393  -6.99834  2.80927
H  -1.94928  -4.85427  2.43424
C  -3.51393  5.05810  1.01714
O  -4.04843  6.09706  0.65130
N  -3.62798  3.83555  0.38974
C  -2.96222  2.64955  0.88659
C  -4.43976  3.73286  -0.80516
H  -2.87412  5.02401  1.91514
H  -2.28681  2.27291  0.11310
H  -3.71602  1.89114  1.11686
H  -2.38676  2.86950  1.78967
H  -4.04242  4.41236  -1.56521
H  -5.46470  4.03243  -0.56632
H  -4.43533  2.70890  -1.18837
C  -2.20321  7.24396  -3.54485
O  -2.03628  6.14641  -3.02863
N  -2.69705  8.36182  -2.90626
C  -2.86536  9.62769  -3.58885
C  -3.05963  8.26824  -1.50730
H  -1.95961  7.42540  -4.60535
H  -2.25825  10.38489  -3.08446
H  -3.91998  9.91475  -3.54658
H  -2.55439  9.55626  -4.63445
H  -2.17893  7.97054  -0.93021
H  -3.83261  7.50270  -1.39009
H  -3.43322  9.22788  -1.14003
C  6.79679  -5.58545  -2.15073
O  6.96372  -6.68301  -1.63452
N  6.30295  -4.46760  -1.51215
C  6.13464  -3.20172  -2.19473
C  5.94037  -4.56117  -0.11318
H  7.04039  -5.40401  -3.21123
H  6.74175  -2.44452  -1.69034
H  5.08002  -2.91466  -2.15246
H  6.44561  -3.27315  -3.24034
H  6.82107  -4.85887  0.46391
H  5.16739  -5.32671  0.00403
H  5.56678  -3.60153  0.25409
C  3.12397  4.54163  -3.15954
O  3.55614  4.64999  -2.01916
N  1.88268  4.96203  -3.58817
C  1.44421  4.79728  -4.95832
C  0.98727  5.58895  -2.63815
H  3.72348  4.07917  -3.96182
H  1.22347  5.78214  -5.37982
H  0.53967  4.18237  -4.96861
H  2.21485  4.31235  -5.56333
H  1.47004  6.48172  -2.22927
H  0.78954  4.88971  -1.82007
H  0.04618  5.86740  -3.12000
C  1.15695  -3.38791  6.51435
O  0.64324  -3.20629  7.61075
N  2.50673  -3.54244  6.27882
C  3.03732  -3.75416  4.94828
C  3.42480  -3.49154  7.39769
H  0.54960  -3.44343  5.59513
H  3.56775  -4.71048  4.92713
H  3.73242  -2.94345  4.71164
H  2.23778  -3.77052  4.20293
H  3.16297  -4.28027  8.10947
H  3.32686  -2.52182  7.89501
H  4.45509  -3.62896  7.05857

Summary:
**Total charge**: 0
**E_LUMO**: -0.8 eV
**Strongest force on any atom**: 9.345 eV/Å
**Electronic energy**: -55967.676 eV

(3)
Computed, not measured: a structure of composition C24H47ClN6O7Sm, with ωB97M-V/def2-TZVPD.

Element x y z (Å)
Sm  -0.83456  -11.09701  10.84031
C  2.09788  -16.02236  14.31280
C  2.21062  -14.80642  13.39558
C  2.45239  -15.27315  11.95513
C  3.34333  -14.33420  11.06817
C  4.72291  -13.96856  11.80746
C  3.66407  -15.18381  9.83137
N  2.60967  -13.07516  10.75074
C  3.42108  -11.96087  10.20979
C  2.71856  -10.71043  9.67416
N  1.68730  -10.02382  10.47971
C  1.31717  -8.87293  9.61143
C  -0.10894  -8.83511  9.09623
O  -0.33021  -8.60536  7.95730
O  -1.00392  -9.04448  10.03942
C  2.15730  -9.40654  11.77579
C  3.07866  -10.27883  12.66197
C  1.02684  -8.80926  12.58769
C  0.49058  -9.49405  13.87797
C  -0.75900  -8.59202  14.27806
C  1.40459  -9.48342  15.09389
N  -0.05611  -10.87351  13.58803
C  0.12309  -11.92506  14.60037
C  1.28073  -12.88604  14.58807
N  1.20342  -13.74210  13.43395
C  -0.13428  -14.28395  13.15754
C  -0.87741  -13.49908  12.11565
O  -0.15791  -13.24613  11.08685
O  -1.97695  -12.94666  12.19246
H  2.96201  -16.65534  14.07414
H  1.22020  -16.63400  14.14762
H  2.13391  -15.69375  15.35177
H  3.14568  -14.29714  13.77081
H  1.55256  -15.54531  11.40882
H  3.01830  -16.17255  12.06286
H  5.09384  -14.87614  12.28723
H  4.62486  -13.20769  12.59845
H  5.52283  -13.64967  11.09972
H  4.50929  -15.84521  10.08637
H  3.96585  -14.54257  8.97860
H  2.83662  -15.78637  9.49706
H  1.85899  -13.23285  9.98923
H  2.06562  -12.89377  11.62014
H  3.94672  -12.46852  9.35118
H  4.20542  -11.71211  10.93344
H  2.28543  -10.99850  8.75390
H  3.58941  -10.06722  9.50101
H  1.98868  -8.86385  8.76200
H  1.44891  -7.92985  10.12305
H  2.79319  -8.60844  11.45171
H  2.67535  -11.27631  12.82588
H  3.24861  -9.86370  13.67754
H  4.06349  -10.30477  12.13734
H  0.12241  -8.69232  11.95424
H  1.39426  -7.80476  12.83376
H  -0.46721  -7.66855  14.73094
H  -1.35381  -9.06579  15.01828
H  -1.34271  -8.34379  13.39956
H  1.92615  -8.54015  15.07927
H  2.13770  -10.26110  15.10729
H  0.87198  -9.54158  16.01327
H  -1.03635  -10.82149  13.48163
H  -0.79590  -12.47609  14.48260
H  0.12017  -11.54982  15.64597
H  1.18800  -13.41879  15.53770
H  2.23081  -12.31880  14.59239
H  -0.76376  -14.41360  14.05640
H  -0.01511  -15.31951  12.76773
Cl  0.61388  -12.07460  5.37880
C  -0.52282  -12.64677  6.57845
C  0.10126  -12.50793  7.96021
O  1.11318  -13.14223  8.28381
O  -0.55758  -11.69700  8.75019
H  -0.69224  -13.72519  6.38968
H  -1.42783  -12.08314  6.49807
C  -4.37150  -9.55395  14.04362
N  -4.51394  -9.28018  12.63722
C  -3.50943  -9.35404  11.75850
N  -3.70802  -8.86712  10.52019
O  -2.44540  -9.96156  12.07601
H  -5.37131  -9.58080  14.43686
H  -3.78622  -8.82813  14.55716
H  -3.95220  -10.55929  14.18953
H  -5.30884  -8.75057  12.35108
H  -4.44346  -8.22521  10.28144
H  -2.86775  -8.77814  9.97392

Summary:
**Multiplicity**: 6
**Total charge**: +1
**E_LUMO (spin up / spin down)**: -2.1 / -1.8 eV
**Strongest force on any atom**: 2.170 eV/Å
**Expectation value of S²**: 8.7570
**Energy relative to the best compared isomer or geometry (same formula, charge and spin)**: 0.806 eV
**Electronic energy**: -79350.527 eV

(4)
Computed, not measured: a structure of composition C24H47FLaN5O9PS, with ωB97M-V/def2-TZVPD.

Element x y z (Å)
C  5.43112  0.68405  -0.37594
C  5.60214  1.23240  1.05555
C  4.28408  0.94917  1.85602
N  3.22621  1.69018  1.27566
C  1.86800  1.44166  1.84828
S  1.66417  2.90616  3.09792
O  2.96460  3.09268  3.86624
O  0.63085  2.68566  4.01133
F  1.48443  4.22765  2.35543
N  1.68513  0.36103  2.68364
C  1.44899  -0.76464  1.78775
O  1.91862  -1.83294  2.00682
C  0.50771  -0.21134  0.70270
C  -0.87136  -0.79861  1.16180
C  -1.94850  -1.02125  0.09419
C  -2.62481  -2.42966  0.29603
C  -4.15826  -2.33588  0.29168
N  -4.78239  -2.24604  1.62846
C  -4.00624  -1.44218  2.59233
C  -6.07465  -1.57351  1.49325
C  -6.12766  -0.08544  1.12371
O  -7.10707  -2.15771  1.69728
C  1.02411  -0.82704  -0.63755
C  0.79897  -2.35203  -0.77037
C  1.91874  -3.01643  -1.60439
O  2.22332  -4.32409  -1.14574
C  2.98255  -4.29925  0.01026
C  4.39371  -3.74922  -0.02817
O  2.52901  -4.75891  1.02906
C  0.69871  1.36406  0.71053
O  -0.22819  2.19003  1.35836
C  -1.54623  2.35955  0.81837
C  -1.68228  2.75194  -0.65322
N  -1.95586  1.56226  -1.45221
C  -2.15832  1.85353  -2.87367
C  -2.18037  0.57229  -3.69713
C  -2.41277  0.87074  -5.19042
O  -0.96003  -0.15471  -3.51673
P  1.70263  2.07123  -0.76407
N  0.90410  1.93903  -2.23338
O  1.76644  3.66859  -0.47185
H  4.74631  -0.16218  -0.33856
H  4.98952  1.46590  -0.98530
H  6.38475  0.37782  -0.78980
H  6.42582  0.70552  1.56429
H  5.84993  2.30213  1.06692
H  4.47683  1.25278  2.95731
H  4.15504  -0.13255  1.83169
H  3.49968  2.66534  1.38095
H  2.30381  0.23565  3.47420
H  -0.63617  -1.71296  1.69829
H  -1.28613  -0.13408  1.92253
H  -2.76031  -0.30711  0.14431
H  -1.57218  -1.01585  -0.92355
H  -2.36372  -3.04650  -0.55981
H  -2.28219  -2.91979  1.20267
H  -4.52703  -3.26051  -0.15339
H  -4.48699  -1.54666  -0.39346
H  -3.19336  -2.02916  3.01097
H  -3.64586  -0.49072  2.17805
H  -4.66712  -1.17326  3.41503
H  -5.66668  0.54149  1.88475
H  -5.58694  0.12028  0.19548
H  -7.15236  0.21650  0.95532
H  0.40206  -0.36211  -1.40677
H  2.08724  -0.59929  -0.77072
H  0.63366  -2.86918  0.16935
H  -0.10703  -2.49772  -1.35163
H  1.55998  -3.12846  -2.62422
H  2.79625  -2.36638  -1.68155
H  5.08273  -4.55612  -0.26579
H  4.54848  -2.98542  -0.79022
H  4.60657  -3.33235  0.95138
H  -1.99718  3.15684  1.40541
H  -2.20162  1.50766  0.98582
H  -2.56468  3.40627  -0.71103
H  -0.86106  3.34021  -1.06502
H  -2.83937  1.18522  -1.13094
H  -3.14749  2.31660  -3.00800
H  -1.42898  2.56250  -3.26412
H  -2.99669  -0.07088  -3.37365
H  -2.64818  1.92397  -5.33984
H  -3.26185  0.31627  -5.58021
H  -1.55091  0.57921  -5.78629
H  -0.33078  0.22585  -4.13325
H  1.36373  1.29500  -2.86780
H  0.87017  2.86051  -2.66583
H  0.91606  4.02093  -0.15797
La  5.23085  2.02573  4.28626

Summary:
**Total charge**: +3
**E_LUMO**: -12.8 eV
**Strongest force on any atom**: 5.436 eV/Å
**Electronic energy**: -75193.375 eV

(5)
Computed, not measured: a structure of composition C24H47FeN6OPS, with ωB97M-V/def2-TZVPD.

Element x y z (Å)
Fe  -0.03507  0.55672  -0.37628
C  -0.44095  3.96420  -0.99364
C  0.05590  3.40209  0.32101
N  -0.64638  2.13545  0.70445
C  -0.37931  1.83529  2.13672
C  -0.81883  0.42293  2.38360
N  -0.06605  -0.40790  1.41065
C  -0.42939  -1.84966  1.52531
C  -1.75881  -2.15928  0.86036
C  -1.73437  -1.76682  -0.59998
N  -1.77869  -0.27829  -0.77806
C  -2.12518  0.05459  -2.18784
C  -1.85263  1.52200  -2.40212
N  -0.42013  1.71483  -2.07502
C  0.03761  3.13196  -2.16624
H  -0.06159  4.97945  -1.11246
H  -1.53049  4.06276  -0.98159
H  -0.07766  4.11729  1.13424
H  1.12486  3.17078  0.26601
H  -1.64875  2.27165  0.57407
H  -0.83584  2.56802  2.80286
H  0.70405  1.89304  2.26085
H  -1.88808  0.28518  2.20816
H  -0.62040  0.11762  3.41265
H  0.93868  -0.32898  1.65798
H  -0.45668  -2.10559  2.58617
H  0.37138  -2.43590  1.06982
H  -2.58730  -1.67100  1.38158
H  -1.96066  -3.22763  0.94088
H  -2.56265  -2.20901  -1.15646
H  -0.80684  -2.10350  -1.06818
H  -2.50749  0.09255  -0.16826
H  -3.14964  -0.23484  -2.42505
H  -1.45843  -0.53979  -2.81657
H  -2.45442  2.14647  -1.73905
H  -2.08034  1.82658  -3.42503
H  0.12052  1.20560  -2.77234
H  -0.30638  3.54948  -3.11457
H  1.12872  3.11453  -2.19333
C  -0.31357  -4.00975  -3.92128
C  0.91293  -3.47291  -4.64784
C  1.50407  -2.24217  -3.97839
N  2.13995  -2.63110  -2.70475
C  2.28912  -1.93103  -1.61780
S  1.64463  -0.28262  -1.50129
N  2.94066  -2.36998  -0.53679
C  3.34570  -3.73869  -0.14799
O  3.07840  -4.02243  0.98118
C  4.01814  -4.57715  -1.14510
C  3.87841  -5.96217  -1.02939
C  4.55722  -6.78918  -1.90717
C  5.39741  -6.24008  -2.86855
C  5.56855  -4.86165  -2.96114
C  4.87588  -4.02510  -2.10438
H  -0.73663  -4.86283  -4.44781
H  -1.09551  -3.24674  -3.86144
H  -0.07559  -4.34199  -2.90715
H  0.66410  -3.20400  -5.67460
H  1.68328  -4.24656  -4.72013
H  0.72570  -1.51288  -3.75418
H  2.25751  -1.76301  -4.60475
H  2.59099  -3.54636  -2.70675
H  2.85075  -1.78053  0.28222
H  3.24799  -6.37285  -0.25182
H  4.44692  -7.86206  -1.83222
H  5.93763  -6.89138  -3.54272
H  6.26033  -4.44802  -3.68195
H  5.04200  -2.95410  -2.14600
C  3.52728  -1.29298  2.92398
P  3.19174  0.39909  2.27683
C  3.03185  1.31105  3.85743
C  4.82858  0.95279  1.69611
H  4.55864  -1.38812  3.26795
H  3.34817  -2.08691  2.19797
H  2.87662  -1.48296  3.77975
H  3.86744  1.09528  4.52533
H  2.11064  1.03240  4.37265
H  3.01742  2.38681  3.67409
H  5.57528  0.82062  2.48041
H  4.78948  2.00799  1.42521
H  5.14272  0.38768  0.81783

Summary:
**Multiplicity**: 2
**Total charge**: +3
**E_LUMO (spin up / spin down)**: -10.8 / -10.2 eV
**Strongest force on any atom**: 1.071 eV/Å
**Expectation value of S²**: 0.9040
**Energy relative to the best compared isomer or geometry (same formula, charge and spin)**: 0.410 eV
**Electronic energy**: -91126.896 eV

Number 3 is which compound? C24H47ClN6O7Sm

Look up the strongest force on any atom of the fifth one. 1.071 eV/Å